No. 1
Entry from OMol25: a cluster of 6 separate species, C7H22O6 in total at a distorted geometry (ωB97M-V with the def2-TZVPD basis set).

* max |F|: 3.0 eV/Å
* DFT total energy: -19900.30184 eV
* E_LUMO: 0.52 eV
* HOMO-LUMO gap: 0.3660 hartree
* net charge: 0

Structure (XYZ):
```
35
C7H22O6 ωB97M-V with the def2-TZVPD basis set
C 1.30 -3.04 0.05
C 1.76 -1.80 0.22
C 2.88 -1.23 -0.60
C 1.20 -0.95 1.32
C 0.05 -0.07 0.77
C -0.42 0.97 1.81
C 0.18 2.34 1.54
O -0.53 3.27 1.22
H 1.59 -3.77 -0.70
H 0.53 -3.51 0.65
H 2.65 -1.33 -1.66
H 2.89 -0.14 -0.51
H 3.88 -1.57 -0.33
H 0.83 -1.48 2.19
H 2.01 -0.31 1.70
H 0.38 0.21 -0.22
H -0.83 -0.69 0.64
H -1.50 1.08 1.72
H -0.18 0.63 2.82
H 1.26 2.42 1.71
O -0.90 1.36 -2.17
H -0.43 1.47 -3.02
H -1.11 0.39 -2.30
O -3.37 -1.25 0.16
H -3.15 -0.31 0.19
H -4.07 -1.31 0.82
O 1.94 2.27 -0.67
H 1.13 1.98 -1.04
H 2.13 3.17 -0.78
O -1.39 -1.23 -1.75
H -2.27 -1.45 -1.42
H -0.78 -1.85 -1.39
O -2.87 1.74 -0.14
H -2.28 2.44 0.17
H -2.49 1.52 -1.00
```

=====

No. 2
Entry from OMol25: a cluster of 13 separate species, C40H107NO13 in total at a distorted geometry (ωB97M-V with the def2-TZVPD basis set).

* max |F|: 4.2 eV/Å
* DFT total energy: -71320.94943 eV
* E_LUMO: 0.36 eV
* HOMO-LUMO gap: 0.3529 hartree
* net charge: 0

Structure (XYZ):
```
161
C40H107NO13 ωB97M-V with the def2-TZVPD basis set
C -2.01 -26.76 -13.21
C -1.93 -26.19 -14.64
C -2.40 -27.09 -15.73
O -2.02 -26.50 -16.92
C -2.60 -27.13 -18.04
N -2.80 -24.99 -14.60
H -1.25 -27.53 -12.99
H -2.96 -27.14 -13.06
H -1.84 -25.96 -12.49
H -0.96 -25.75 -14.95
H -3.46 -27.23 -15.62
H -1.88 -28.02 -15.51
H -3.70 -27.17 -17.92
H -2.25 -28.18 -18.25
H -2.35 -26.53 -18.91
H -3.17 -24.74 -15.52
H -3.69 -25.17 -14.09
C -5.93 -18.48 -18.21
C -4.86 -19.09 -17.25
C -3.50 -19.19 -17.92
O -4.54 -18.22 -16.09
H -6.70 -18.06 -17.59
H -6.38 -19.25 -18.86
H -5.52 -17.61 -18.76
H -5.18 -20.08 -16.85
H -2.77 -19.68 -17.28
H -3.13 -18.18 -18.18
H -3.53 -19.76 -18.88
H -5.37 -18.11 -15.56
C -0.08 -22.32 -18.86
C -0.80 -22.84 -17.65
C 0.02 -23.82 -16.78
O -1.14 -21.65 -16.87
H 0.29 -23.15 -19.49
H 0.80 -21.77 -18.48
H -0.63 -21.59 -19.40
H -1.72 -23.27 -17.89
H 0.27 -24.77 -17.22
H -0.51 -23.94 -15.83
H 0.93 -23.29 -16.50
H -1.38 -22.07 -16.05
C -4.68 -25.22 -10.91
C -5.29 -26.56 -11.19
C -6.64 -26.79 -10.54
O -5.58 -26.69 -12.60
H -3.84 -25.06 -11.57
H -4.41 -25.08 -9.88
H -5.49 -24.51 -11.11
H -4.60 -27.35 -10.86
H -7.16 -27.67 -10.95
H -7.23 -25.87 -10.66
H -6.59 -26.96 -9.45
H -5.67 -27.62 -12.82
C -9.93 -21.24 -9.93
C -8.62 -21.51 -9.28
C -8.69 -22.79 -8.43
O -7.67 -21.62 -10.32
H -9.94 -20.28 -10.44
H -10.72 -21.24 -9.16
H -10.11 -22.07 -10.64
H -8.28 -20.73 -8.56
H -9.45 -22.78 -7.67
H -7.63 -22.98 -8.06
H -8.79 -23.63 -9.16
H -6.82 -21.29 -10.08
C -1.26 -21.46 -7.79
C -2.38 -22.52 -8.22
C -3.63 -21.85 -8.77
O -1.82 -23.51 -9.07
H -1.71 -20.92 -7.02
H -1.01 -20.88 -8.68
H -0.34 -21.90 -7.48
H -2.67 -23.07 -7.33
H -3.40 -21.15 -9.61
H -3.97 -21.33 -7.87
H -4.41 -22.56 -9.13
H -1.54 -23.12 -9.90
C -4.05 -22.23 -13.01
C -3.03 -21.60 -13.93
C -2.51 -20.20 -13.56
O -1.96 -22.50 -14.09
H -4.88 -21.51 -12.80
H -3.71 -22.35 -11.96
H -4.51 -23.16 -13.33
H -3.51 -21.44 -14.85
H -3.36 -19.55 -13.26
H -1.88 -19.74 -14.33
H -1.89 -20.32 -12.67
H -2.25 -23.49 -14.29
C -5.81 -24.56 -19.01
C -4.65 -24.14 -18.07
C -4.65 -22.63 -17.84
O -4.73 -24.84 -16.82
H -5.66 -24.21 -20.04
H -6.73 -24.07 -18.67
H -5.92 -25.66 -19.12
H -3.67 -24.44 -18.48
H -5.68 -22.22 -17.91
H -4.02 -22.17 -18.60
H -4.21 -22.47 -16.84
H -5.52 -24.55 -16.33
C -2.78 -15.94 -15.06
C -3.86 -14.86 -15.24
C -3.30 -13.49 -15.73
O -4.98 -15.30 -16.05
H -2.37 -16.25 -16.04
H -3.17 -16.87 -14.67
H -1.93 -15.54 -14.47
H -4.25 -14.65 -14.24
H -4.09 -12.95 -16.22
H -2.59 -13.67 -16.49
H -2.77 -12.99 -14.91
H -4.88 -16.21 -16.31
C 1.05 -23.72 -12.37
C 0.57 -22.59 -11.56
C 1.08 -21.16 -12.16
O -0.90 -22.51 -11.49
H 0.72 -23.76 -13.42
H 0.87 -24.69 -11.91
H 2.17 -23.61 -12.54
H 0.87 -22.69 -10.56
H 2.19 -21.01 -12.10
H 0.72 -20.21 -11.75
H 0.67 -21.16 -13.19
H -1.28 -22.65 -12.42
C 0.24 -17.61 -15.39
C 0.02 -18.84 -16.25
C 0.37 -18.66 -17.75
O 0.89 -19.86 -15.81
H 1.29 -17.55 -15.24
H -0.29 -17.61 -14.37
H -0.12 -16.64 -15.79
H -1.02 -19.20 -16.26
H 1.42 -18.49 -17.99
H -0.21 -17.83 -18.27
H -0.05 -19.46 -18.35
H 0.42 -20.71 -16.00
C -5.83 -17.07 -13.02
C -7.23 -17.36 -13.44
C -7.91 -16.00 -13.79
O -7.08 -18.25 -14.64
H -5.28 -17.99 -12.84
H -5.79 -16.52 -12.05
H -5.46 -16.53 -13.85
H -7.81 -17.89 -12.63
H -8.07 -15.33 -12.96
H -8.89 -16.15 -14.31
H -7.27 -15.46 -14.49
H -7.95 -18.47 -14.86
C -7.90 -22.30 -14.40
C -7.47 -23.54 -13.66
C -8.60 -24.38 -13.11
O -6.67 -24.29 -14.54
H -8.53 -22.77 -15.21
H -7.03 -21.70 -14.80
H -8.56 -21.57 -13.84
H -6.89 -23.31 -12.76
H -9.30 -23.97 -12.35
H -8.19 -25.19 -12.51
H -9.22 -24.82 -13.98
H -6.29 -25.04 -14.06
```

=====

No. 3
Entry from OMol25: a structure of composition C50H38BrIMoO3S8 at a distorted geometry (ωB97M-V with the def2-TZVPD basis set).

* max |F|: 1.1 eV/Å
* DFT total energy: -225275.93948 eV
* E_LUMO (spin up / spin down): -7.04 / -7.13 eV
* HOMO-LUMO gap (spin up / spin down): 0.1949 / 0.1914 hartree
* net charge: +2

Structure (XYZ):
```
102
C50H38BrIMoO3S8 ωB97M-V with the def2-TZVPD basis set
Mo 0.53 0.40 1.27
C -0.74 7.72 -0.73
C -0.87 6.27 -0.38
C -2.03 5.78 0.22
C -2.15 4.44 0.55
C -1.10 3.58 0.26
C 0.08 4.05 -0.32
C 0.18 5.39 -0.64
S -1.35 1.88 0.66
O -2.36 1.79 1.72
C -1.97 1.19 -0.88
C -1.37 1.65 -2.08
C -1.80 1.15 -3.27
C -2.83 0.19 -3.33
C -3.27 -0.33 -4.57
C -4.24 -1.29 -4.61
C -4.81 -1.78 -3.42
C -4.42 -1.29 -2.21
C -3.41 -0.28 -2.13
C -2.97 0.24 -0.87
C -3.61 -0.27 0.37
C -4.94 0.10 0.69
C -5.67 1.03 -0.10
C -6.94 1.38 0.25
C -7.55 0.83 1.40
C -6.87 -0.05 2.18
C -5.55 -0.43 1.86
C -4.82 -1.33 2.67
C -3.54 -1.67 2.38
C -2.95 -1.13 1.21
S -1.23 -1.49 0.99
O -0.82 -2.53 1.96
C -1.15 -2.22 -0.63
C -0.42 -1.67 -1.67
C -0.40 -2.33 -2.89
C -1.08 -3.53 -3.08
C -1.05 -4.23 -4.40
C -1.79 -4.07 -2.00
C -1.83 -3.42 -0.78
H -1.59 8.30 -0.37
H -0.68 7.85 -1.82
H 0.17 8.15 -0.31
H -2.84 6.45 0.44
H -3.04 4.06 1.03
H 0.92 3.39 -0.51
H 1.09 5.77 -1.08
H -0.61 2.42 -2.06
H -1.37 1.51 -4.19
H -2.83 0.05 -5.48
H -4.58 -1.69 -5.56
H -5.58 -2.54 -3.46
H -4.87 -1.66 -1.30
H -5.22 1.46 -0.98
H -7.49 2.09 -0.36
H -8.56 1.12 1.66
H -7.33 -0.47 3.07
H -5.30 -1.74 3.55
H -2.96 -2.33 3.01
H 0.09 -0.73 -1.57
H 0.14 -1.89 -3.72
H -0.78 -3.55 -5.20
H -2.02 -4.68 -4.63
H -0.32 -5.04 -4.38
H -2.33 -4.99 -2.13
H -2.39 -3.85 0.04
S 2.76 2.66 7.82
C 2.15 2.21 6.40
S 2.37 3.15 4.92
C 1.51 2.09 3.88
C 0.97 0.97 4.44
S 0.21 -0.16 3.42
S 1.19 0.75 6.15
S 1.23 2.40 2.21
Br 6.33 0.94 -0.98
C 7.16 0.38 0.62
C 8.50 0.00 0.55
C 9.14 -0.48 1.69
C 8.46 -0.56 2.89
C 7.13 -0.16 2.96
C 6.48 0.31 1.83
I 4.49 0.91 2.01
H 9.02 0.07 -0.39
H 10.18 -0.77 1.63
H 8.96 -0.92 3.78
H 6.60 -0.20 3.90
C 2.29 -2.88 2.31
S 2.07 -2.55 0.58
O 1.68 -1.01 0.54
C 3.68 -2.58 -0.15
C 3.67 -2.52 -1.54
C 4.87 -2.57 -2.22
C 6.06 -2.73 -1.52
C 6.05 -2.83 -0.14
C 4.86 -2.75 0.56
H 2.94 -2.13 2.75
H 2.70 -3.88 2.40
H 1.29 -2.85 2.74
H 2.73 -2.42 -2.08
H 4.89 -2.51 -3.30
H 7.00 -2.78 -2.05
H 6.98 -2.96 0.41
H 4.87 -2.82 1.64
```

=====

No. 4
Entry from OMol25: an isolated molecule of C5H8O (ωB97M-V with the def2-TZVPD basis set).

* max |F|: 0.7 eV/Å
* DFT total energy: -7359.37079 eV
* E_LUMO: 1.12 eV
* HOMO-LUMO gap: 0.4133 hartree
* net charge: 0

Structure (XYZ):
```
14
C5H8O ωB97M-V with the def2-TZVPD basis set
C 0.76 0.04 -1.32
C 1.56 -0.78 -0.35
C 0.70 0.37 0.14
C -0.74 0.61 0.50
C -1.78 -0.24 1.06
O -1.25 0.86 1.79
H -0.13 -0.49 -1.65
H 1.09 0.80 -2.01
H 2.63 -0.59 -0.27
H 1.31 -1.83 -0.25
H 1.32 1.22 0.44
H -1.10 1.34 -0.23
H -2.79 -0.10 0.65
H -1.59 -1.21 1.50
```

=====

No. 5
Entry from OMol25: a structure of composition C34H45N5OV at a distorted geometry (ωB97M-V with the def2-TZVPD basis set).

* max |F|: 3.9 eV/Å
* DFT total energy: -71165.43215 eV
* 2S+1: 4
* E_LUMO (spin up / spin down): 4.31 / 4.31 eV
* HOMO-LUMO gap (spin up / spin down): 0.1439 / 0.0929 hartree
* net charge: -2
* expectation value of S²: 3.86

Structure (XYZ):
```
86
C34H45N5OV ωB97M-V with the def2-TZVPD basis set
V 0.12 0.14 -0.14
N 0.24 -4.20 3.79
N -1.19 -2.37 -1.66
C 0.87 1.95 -0.80
C 1.93 1.04 -0.44
C 1.80 0.74 0.96
C 2.93 0.23 1.81
H 3.87 0.33 1.25
H 2.85 -0.81 2.12
H 2.97 0.81 2.75
C 0.64 1.42 1.45
C 0.39 1.77 2.87
H 1.07 2.59 3.18
H 0.56 0.92 3.54
H -0.63 2.13 3.01
C 0.03 2.13 0.36
C -1.19 2.98 0.47
H -1.94 2.45 1.09
H -1.62 3.16 -0.52
H -1.00 3.95 0.94
C 3.11 0.73 -1.28
H 4.01 1.24 -0.90
H 2.94 1.07 -2.30
H 3.32 -0.35 -1.28
C 0.77 2.68 -2.08
H -0.10 3.35 -2.08
H 0.63 1.94 -2.88
H 1.66 3.28 -2.32
C -0.74 -5.07 3.96
H -0.78 -5.69 4.86
C -1.82 -5.20 3.05
H -2.70 -5.75 3.34
C -1.75 -4.53 1.80
H -2.54 -4.64 1.04
C -0.70 -3.65 1.60
H -0.63 -3.09 0.67
C 0.21 -3.37 2.71
C 1.00 -2.19 2.84
H 1.30 -1.81 1.87
C -0.91 -1.06 -1.87
C -0.47 -3.14 -2.56
H -0.29 -4.21 -2.47
C -0.10 -2.31 -3.60
H 0.33 -2.55 -4.54
N -0.45 -1.01 -3.22
C -0.52 0.13 -4.04
C 0.45 0.41 -5.01
C 0.22 1.51 -5.84
H 0.96 1.75 -6.61
C -0.91 2.33 -5.69
C -1.16 3.48 -6.63
H -1.73 4.27 -6.12
H -1.74 3.17 -7.50
H -0.22 3.90 -6.99
C -1.81 2.05 -4.67
H -2.68 2.69 -4.52
C -1.64 0.96 -3.82
C -2.59 0.69 -2.71
H -2.89 -0.36 -2.60
H -3.50 1.27 -2.89
H -2.16 1.03 -1.75
C 1.71 -0.38 -5.09
H 1.54 -1.44 -5.33
H 2.28 -0.33 -4.15
H 2.34 0.03 -5.89
C -0.31 -1.20 4.68
N -1.70 -1.27 4.40
C -2.54 -1.86 5.42
C -3.91 -1.24 5.33
C -4.48 -1.55 3.97
N -3.53 -1.23 2.94
C -4.03 -1.17 1.58
C -2.21 -0.96 3.16
O -1.51 -0.52 2.22
H 0.42 -1.37 3.59
H -0.01 -2.02 5.34
H -0.05 -0.21 5.08
H -2.59 -2.96 5.30
H -2.07 -1.65 6.39
H -3.83 -0.15 5.46
H -4.55 -1.63 6.12
H -5.39 -0.95 3.79
H -4.76 -2.61 3.90
H -4.50 -2.13 1.31
H -4.79 -0.37 1.50
H -3.20 -0.96 0.90
```

=====

No. 6
Entry from OMol25: an isolated molecule of C15H15N3O2S (ωB97M-V with the def2-TZVPD basis set).

* max |F|: 0.7 eV/Å
* DFT total energy: -35200.77824 eV
* E_LUMO: 0.41 eV
* HOMO-LUMO gap: 0.3062 hartree
* net charge: 0

Structure (XYZ):
```
36
C15H15N3O2S ωB97M-V with the def2-TZVPD basis set
C -6.47 -1.67 0.89
S -4.78 -2.18 0.43
C -3.84 -0.69 0.52
C -4.37 0.55 0.87
C -3.54 1.65 0.92
C -2.20 1.54 0.62
C -1.66 0.30 0.27
N -0.30 0.24 0.00
C 0.43 -0.82 -0.47
O -0.03 -1.88 -0.85
N 1.79 -0.58 -0.56
C 2.58 0.37 0.07
C 2.25 0.89 1.32
C 3.07 1.81 1.94
C 4.25 2.22 1.34
C 4.60 1.69 0.11
C 3.79 0.78 -0.54
C 4.20 0.20 -1.85
N 4.97 0.99 -2.63
O 3.87 -0.92 -2.22
C -2.49 -0.81 0.22
H -6.85 -0.94 0.18
H -7.07 -2.57 0.85
H -6.47 -1.27 1.90
H -5.42 0.66 1.11
H -3.95 2.61 1.19
H -1.56 2.41 0.67
H 0.19 1.12 0.10
H 2.30 -1.18 -1.21
H 1.37 0.53 1.83
H 2.80 2.20 2.91
H 4.90 2.93 1.83
H 5.55 1.97 -0.32
H 5.18 1.94 -2.40
H 5.26 0.63 -3.53
H -2.09 -1.77 -0.06
```

=====

Q: What is the max |F| in the first record?
A: 3.0 eV/Å

=====

Q: max |F| of number 1 (C7H22O6)?
A: 3.0 eV/Å